Entry 1:
Entry from the OMol25 dataset: a molecular structure, C8H21N3O10P2V in a non-equilibrium geometry (ωB97M-V with the def2-TZVPD basis set).

Each line ends with the natural charge from an NBO analysis.
CARTESIAN COORDINATES (ANGSTROEM)
V: -0.614 0.072 -0.015  1.05
O: -4.009 1.981 0.796  -0.98
P: -2.829 0.926 0.635  2.51
O: -2.588 0.521 -0.782  -1.08
O: -1.592 1.481 1.298  -1.13
O: -3.365 -0.320 1.499  -1.07
P: -2.189 -1.363 2.040  2.55
O: -1.412 -0.385 3.075  -1.02
O: -2.790 -2.526 2.672  -1.09
O: -1.252 -1.575 0.863  -1.12
H: -4.876 1.587 0.723  0.51
H: -1.494 0.513 2.689  0.51
N: 3.538 -0.725 0.174  -0.85
C: 3.407 0.051 1.406  -0.22
C: 2.071 0.790 1.363  -0.23
N: 0.948 -0.146 1.349  -0.85
H: 4.413 -1.236 0.151  0.39
H: 3.510 -0.097 -0.626  0.38
H: 2.361 -1.860 -0.163  0.50
H: 4.221 0.776 1.541  0.19
H: 3.426 -0.642 2.253  0.20
H: 2.024 1.385 0.443  0.20
H: 1.993 1.467 2.216  0.22
H: 0.411 -0.098 2.218  0.41
H: 1.284 -1.107 1.302  0.38
O: -1.088 -0.226 -2.917  -0.58
C: -0.750 -1.188 -2.261  0.70
C: -1.213 -2.622 -2.410  -0.51
C: -0.005 -3.416 -1.907  -0.49
C: 0.748 -2.356 -1.147  0.70
O: 1.805 -2.667 -0.447  -0.66
N: 0.289 -1.146 -1.328  -0.66
H: -1.524 -2.840 -3.428  0.24
H: -2.069 -2.756 -1.744  0.26
H: 0.606 -3.809 -2.726  0.24
H: -0.253 -4.243 -1.243  0.25
C: 0.301 3.737 -0.164  -0.62
C: -0.512 2.987 -1.204  -0.05
O: 0.039 1.685 -1.341  -0.75
H: -0.100 4.734 -0.016  0.22
H: 1.337 3.812 -0.484  0.20
H: 0.255 3.187 0.774  0.22
H: -0.457 3.499 -2.174  0.18
H: -1.560 2.930 -0.889  0.19
H: -0.445 1.230 -2.065  0.53

As for the expectation value of S²: 0.76. The energy is -2861.17568 hartree. The multiplicity is 2.

Entry 2:
Entry from the OMol25 dataset: a molecular structure, ClNa2O4S in a non-equilibrium geometry (ωB97M-V with the def2-TZVPD basis set).

Each line ends with the natural charge from an NBO analysis.
CARTESIAN COORDINATES (ANGSTROEM)
Na: -1.314 -1.168 -1.612  0.96
Na: 2.357 -1.149 0.859  0.97
S: -0.352 1.010 0.244  2.59
O: -1.467 1.518 1.061  -1.09
O: -0.814 1.129 -1.149  -1.16
O: 0.815 1.904 0.460  -1.14
O: 0.130 -0.315 0.555  -1.16
Cl: 0.644 -2.928 -0.417  -0.96

The energy is -1484.12742 hartree. The net charge is -1. The multiplicity is 1.

Entry 3:
Entry from the OMol25 dataset: a molecular structure, C54H72CoN7O2 (ωB97M-V with the def2-TZVPD basis set).

Each line ends with the Mulliken charge.
CARTESIAN COORDINATES (ANGSTROEM)
Co: 0.305 0.233 0.540  1.06
C: 2.822 0.708 3.226  -1.41
N: 1.864 -0.308 2.810  1.39
C: 2.603 -1.522 2.473  -1.50
C: 0.815 -0.557 3.807  -1.92
C: -0.614 -0.158 3.402  -0.60
N: -1.021 -0.558 2.050  1.58
C: -2.364 0.014 1.702  -0.90
C: -2.416 1.508 1.568  -1.02
C: -3.050 2.297 2.512  -0.36
C: -3.219 3.668 2.322  -0.19
C: -2.817 4.168 1.083  -0.06
C: -2.208 3.415 0.077  0.07
C: -1.888 2.056 0.358  0.48
O: -1.126 1.319 -0.373  -0.86
C: -1.988 4.101 -1.289  2.63
C: -1.305 3.228 -2.353  -2.42
C: -1.137 5.370 -1.109  -1.71
C: -3.364 4.499 -1.857  -1.90
C: -3.850 4.535 3.412  2.23
C: -3.985 5.991 2.971  -2.14
C: -2.975 4.501 4.674  -1.51
C: -5.252 4.015 3.770  -1.78
C: -1.102 -2.028 1.996  -2.49
C: -0.694 -2.686 0.674  1.20
C: 0.198 -3.876 0.954  -1.69
C: 0.498 -4.788 0.029  0.03
C: -0.068 -4.532 -1.331  -0.12
C: -1.126 -2.850 -2.313  0.72
C: -1.662 -1.837 -1.228  -0.48
O: -2.425 -0.885 -1.461  -0.91
C: -1.540 -2.677 -3.765  2.08
C: -1.058 -3.872 -4.590  -1.63
C: -3.066 -2.595 -3.886  -1.74
C: -0.904 -1.381 -4.284  -1.62
C: 1.342 -6.029 0.369  1.98
C: 0.509 -6.983 1.239  -1.88
C: 2.606 -5.624 1.143  -1.38
C: 1.780 -6.784 -0.891  -1.94
H: 3.477 0.339 4.033  0.40
H: 2.312 1.601 3.576  0.48
H: 3.443 0.988 2.370  0.14
H: 3.068 -1.973 3.366  0.40
H: 3.389 -1.287 1.756  0.38
H: 1.950 -2.255 2.009  0.36
H: 1.042 -0.016 4.732  0.53
H: 0.837 -1.614 4.079  0.46
H: -0.740 0.914 3.457  -0.15
H: -1.305 -0.588 4.142  0.34
H: -3.076 -0.308 2.475  0.72
H: -2.653 -0.420 0.739  0.02
H: -3.411 1.819 3.424  0.36
H: -3.003 5.215 0.872  0.23
H: -0.310 2.907 -2.053  0.43
H: -1.215 3.827 -3.270  0.58
H: -1.880 2.327 -2.569  0.30
H: -0.193 5.123 -0.612  0.18
H: -1.642 6.133 -0.511  0.27
H: -0.905 5.809 -2.087  0.52
H: -3.976 3.606 -2.002  0.40
H: -3.248 4.999 -2.827  0.50
H: -3.900 5.174 -1.184  0.25
H: -3.010 6.432 2.741  0.36
H: -4.441 6.576 3.775  0.46
H: -4.619 6.083 2.085  0.37
H: -1.979 4.900 4.455  0.22
H: -2.853 3.476 5.037  0.29
H: -3.421 5.099 5.479  0.46
H: -5.889 4.002 2.881  0.35
H: -5.721 4.655 4.527  0.48
H: -5.212 2.997 4.166  0.29
H: -2.120 -2.334 2.257  0.09
H: -0.457 -2.427 2.776  0.78
H: 0.543 -4.016 1.977  0.90
H: 0.082 -5.353 -2.031  0.73
H: -1.467 -4.811 -4.197  0.30
H: 0.035 -3.950 -4.599  0.29
H: -1.392 -3.769 -5.629  0.42
H: -3.536 -3.506 -3.495  0.37
H: -3.352 -2.494 -4.939  0.44
H: -3.444 -1.743 -3.321  0.24
H: 0.192 -1.434 -4.244  0.21
H: -1.231 -0.537 -3.670  0.22
H: -1.196 -1.200 -5.326  0.52
H: 0.226 -6.502 2.179  0.29
H: 1.079 -7.892 1.470  0.46
H: -0.410 -7.274 0.721  0.37
H: 2.360 -5.135 2.088  0.28
H: 3.212 -4.926 0.558  0.08
H: 3.212 -6.510 1.370  0.52
H: 0.930 -7.212 -1.427  0.34
H: 2.444 -7.607 -0.608  0.45
H: 2.327 -6.134 -1.581  0.30
C: 2.677 5.063 -3.835  -1.65
C: 2.550 3.850 -2.947  0.31
C: 2.786 2.559 -3.422  -1.12
C: 2.591 1.460 -2.614  -0.05
C: 2.168 1.556 -1.272  -0.27
N: 1.940 0.440 -0.493  0.75
C: 2.764 -0.668 -0.747  -0.74
C: 4.156 -0.540 -0.727  0.24
C: 5.023 -1.592 -0.994  -0.95
C: 4.507 -2.853 -1.270  0.52
C: 5.398 -4.045 -1.527  -1.97
C: 3.127 -2.996 -1.261  0.17
C: 2.242 -1.938 -1.009  -0.23
N: 0.876 -2.185 -1.102  0.20
C: 0.354 -3.173 -2.008  -2.06
C: -1.544 -4.030 -1.368  -0.73
C: -1.894 -3.049 -0.226  0.06
N: -0.125 -1.614 -0.280  1.58
C: 1.960 2.854 -0.810  0.01
C: 2.129 3.962 -1.638  -0.35
N: 1.538 3.109 0.537  -0.28
C: 1.703 4.283 1.194  -0.75
C: 0.977 4.216 2.352  -1.45
C: 0.404 2.937 2.328  -0.53
N: 0.767 2.256 1.249  2.12
H: 3.356 4.868 -4.667  0.42
H: 3.063 5.924 -3.282  0.37
H: 1.711 5.354 -4.260  0.25
H: 3.090 2.415 -4.455  0.33
H: 2.741 0.465 -3.016  0.49
H: 4.557 0.447 -0.514  0.45
H: 6.098 -1.430 -0.976  0.33
H: 6.370 -3.732 -1.913  0.47
H: 4.950 -4.725 -2.255  0.35
H: 5.578 -4.619 -0.613  0.28
H: 2.709 -3.980 -1.451  0.03
H: 1.030 -3.278 -2.854  1.04
H: -2.310 -4.763 -1.621  0.12
H: -2.851 -3.201 0.275  0.42
H: 1.879 4.948 -1.260  0.18
H: 2.311 5.075 0.792  0.62
H: 0.864 4.983 3.102  0.49
H: -0.285 2.515 3.033  0.34

As for the expectation value of S²: 1.09. The energy is -4017.42326 hartree. The net charge is -1. The multiplicity is 2.